(a)
This record from the Open Molecules 2025 dataset describes the molecule C10H13NO3. The level of theory is the ωB97M-V functional and the def2-TZVPD basis.

```
27
Properties=species:S:1:pos:R:3
C 0.2709 1.4064 -0.3128
C -0.4996 0.0765 -0.3230
O -0.1372 2.4957 -0.9498
H 2.0055 1.5778 -2.2707
H -0.4326 -1.0130 -2.1233
N -0.6864 0.2444 3.2369
H -0.3582 -4.4014 2.6682
H 2.5284 3.2200 -2.9730
C -0.4747 0.0624 2.1540
C -0.2910 -3.6625 1.8079
H 0.6488 4.2639 -1.5802
C 1.2789 1.2940 0.5544
H -1.9980 -1.0962 -1.3463
H 0.9480 2.4520 -3.2936
O -1.2338 -1.7405 0.8239
H -1.5816 0.4663 -2.2212
H -0.4985 -4.2751 0.8755
C 1.7556 2.5935 -2.4482
H 0.6469 -3.0510 1.8763
H -2.3776 -2.9483 1.9941
H 1.5808 3.4621 -0.3893
C -0.6231 -0.5316 0.8856
H -1.2242 -2.2156 3.0523
C -1.3927 -2.5921 1.9904
O 2.2668 1.0024 1.1442
C -1.1338 -0.3770 -1.5583
C 1.0125 3.2868 -1.2737
```

Computed properties:
frontier orbital gap	0.3090	Ha
SMILES	CCOC(=C=O)/C(C)=C(\C#N)OCC
multiplicity	1
total charge	0



(b)
This record from the Open Molecules 2025 dataset describes the molecule C10H13NO3. The level of theory is the ωB97M-V functional and the def2-TZVPD basis.

```
27
Properties=species:S:1:pos:R:3
H -0.0385 -1.0745 2.4637
H 4.4371 1.1084 1.0057
H -1.6334 0.8750 1.2563
H -3.3156 -1.6326 -0.5575
N -3.0991 -0.8813 -1.0492
O 3.9931 0.8843 1.8182
H 2.1754 -0.2523 3.1066
H 1.1144 -0.7144 -1.6523
C 2.8053 0.3796 1.0355
C 0.3265 -0.8576 0.3606
H 3.2209 0.6851 -0.7803
C 2.5545 0.3080 -0.1419
C 0.5693 -0.8902 1.6534
H -1.3758 -2.1664 0.5126
C -0.8569 -1.4187 -0.3916
H -0.7366 -1.8236 -1.3024
H -3.3421 0.9884 0.8101
C -2.4341 0.4174 0.9731
O -0.8816 1.7056 -1.0977
C -1.4177 0.6262 -1.3608
C 1.3629 -0.4719 -0.6912
O -1.7673 0.3359 -2.4395
C -1.9478 -0.3756 -0.5861
H -2.2460 -0.5059 -2.5518
C 1.9074 -0.1357 2.0853
H -2.7109 -0.4024 1.6346
H -3.9413 -0.4860 -0.9985
```

Computed properties:
frontier orbital gap	0.3109	Ha
SMILES	C[C@](N)(Cc1ccc(O)cc1)C(=O)O
multiplicity	1
total charge	0



(c)
This record from the Open Molecules 2025 dataset describes the molecule C10H13NO3. The level of theory is the ωB97M-V functional and the def2-TZVPD basis.

```
27
Properties=species:S:1:pos:R:3
C 1.5591 0.0723 1.5445
C 0.3709 0.4652 -1.5693
H -3.4113 -2.7465 0.4023
O 0.1460 1.3282 -2.4008
H -0.8292 1.4186 0.5527
C -2.9406 -1.1512 -0.9403
C -1.2889 -2.3158 0.3850
C 1.7318 1.1444 0.4325
H 0.7237 -1.9153 -0.1483
O -0.4906 2.1614 1.0542
C 0.8252 2.3888 0.5987
H 1.8453 0.5525 2.4789
C -2.6146 -2.1302 -0.0462
C -0.3005 -1.5780 -0.2033
H 1.2751 3.0686 1.3935
C -1.9701 -0.2778 -1.4055
H -2.2154 0.5151 -2.0789
H 2.7675 1.5581 0.5171
O 2.5441 -0.9140 1.3666
C -0.6577 -0.5451 -1.0577
H 2.6386 -1.1276 0.4321
H 0.8861 2.9299 -0.3769
N 1.6735 0.4676 -0.9161
H -0.9721 -3.0378 1.1756
H -3.9956 -1.0930 -1.2490
H 2.1908 1.0524 -1.5389
H 0.5089 -0.2908 1.5972
```

Computed properties:
frontier orbital gap	0.3589	Ha
SMILES	O=C(NC(CO)CO)c1ccccc1
multiplicity	1
total charge	0



Stability comparison, relative energies in kJ/mol: (a) 367.2; (b) 721.8; (c) 0.0



(a)
This record from the Open Molecules 2025 dataset describes a cluster of 2 separate species, C2H6O4 in total. The level of theory is the ωB97M-V functional and the def2-TZVPD basis.

```
12
Properties=species:S:1:pos:R:3
H 0.3781 -0.7025 -1.7062
H 1.3413 0.7628 -2.8978
H 2.1635 -0.6931 -1.6149
O 1.1069 -0.0355 0.0947
C -0.1042 0.0940 0.6251
H -0.9221 0.0679 -0.1220
H -1.4671 -0.6960 2.2610
C 1.2481 -0.1750 -1.2699
H -2.2535 0.6344 2.4516
O -2.3796 -0.3311 2.3099
O -0.4243 0.0494 1.8225
O 1.3130 1.0246 -1.9539
```

Computed properties:
frontier orbital gap	0.3583	Ha
SMILES	O=COCO.O
multiplicity	1
total charge	0



(b)
This record from the Open Molecules 2025 dataset describes the molecule C2H6O4. The level of theory is the ωB97M-V functional and the def2-TZVPD basis.

```
12
Properties=species:S:1:pos:R:3
O -0.3743 -1.4318 1.5160
O 1.0970 -0.8831 -0.7824
H -1.5484 0.2222 0.9671
C -0.1424 -0.3316 -0.5821
H 0.1852 0.5114 1.3855
H 1.7444 -0.3396 -0.3019
H -0.9525 -2.0748 1.0894
O 0.7612 1.8537 -0.5843
C -0.5214 -0.1533 0.8861
O -0.2532 1.0168 -1.1657
H 0.8828 2.5186 -1.2746
H -0.8784 -0.9085 -1.1531
```

Computed properties:
frontier orbital gap	0.3903	Ha
SMILES	OC[C@H](O)OO
multiplicity	1
total charge	0



Stability comparison, relative energies in kJ/mol: (a) 0.0; (b) 62.8



(a)
This record from the Open Molecules 2025 dataset describes a cluster of 2 separate species, CH3O3S in total. The level of theory is the ωB97M-V functional and the def2-TZVPD basis.

```
8
Properties=species:S:1:pos:R:3
O -1.7414 0.3102 -0.1104
O -0.1201 2.3934 -0.3564
H -1.1741 -0.4448 -0.5570
S -0.5608 1.3433 0.6248
H 1.6803 0.0177 -0.0266
H 0.6521 -1.3601 1.1227
C 0.9593 -0.9017 0.1288
O 0.3048 -1.3580 -0.8259
```

Computed properties:
frontier orbital gap	0.2263	Ha
multiplicity	1
total charge	-1



(b)
This record from the Open Molecules 2025 dataset describes a cluster of 2 separate species, CH3O3S in total. The level of theory is the ωB97M-V functional and the def2-TZVPD basis.

```
8
Properties=species:S:1:pos:R:3
H -0.5500 0.9833 1.0956
O -0.9015 1.5153 0.3194
O 1.8698 -0.1117 -0.5678
C -0.4649 0.8386 -0.7706
H -1.5439 -0.6843 -0.9517
S 0.5425 -0.4346 -0.1349
O 0.4801 -0.3172 1.3053
H 0.5681 -1.7894 -0.2952
```

Computed properties:
frontier orbital gap	0.2689	Ha
multiplicity	1
total charge	-1



(c)
This record from the Open Molecules 2025 dataset describes a structure of composition CH3O3S. The level of theory is the ωB97M-V functional and the def2-TZVPD basis.

```
8
Properties=species:S:1:pos:R:3
C -0.7823 -0.1070 0.2887
H -0.6568 -1.1377 0.5999
O -1.7567 0.5941 0.7409
O -0.3244 0.0186 -1.0235
H -0.6871 -0.8348 -1.5332
O 1.9601 -0.5286 0.3549
H 1.2528 1.4724 -0.2207
S 0.9944 0.5231 0.7930
```

Computed properties:
frontier orbital gap	0.2519	Ha
multiplicity	1
total charge	-1



(d)
This record from the Open Molecules 2025 dataset describes a structure of composition CH3O3S. The level of theory is the ωB97M-V functional and the def2-TZVPD basis.

```
8
Properties=species:S:1:pos:R:3
O -0.4429 2.2148 1.4814
O -1.0931 0.4977 0.2722
C -0.2770 1.4600 0.5248
H 0.5719 1.6391 -0.2325
S -0.8500 -0.6160 -1.0747
H 0.5293 -2.7478 0.4483
H 1.2388 -2.4117 0.3275
O 0.3230 -0.0362 -1.7471
```

Computed properties:
frontier orbital gap	0.2217	Ha
multiplicity	1
total charge	-1



Stability comparison, relative energies in kJ/mol: (a) 11.5; (b) 341.6; (c) 67.8; (d) 0.0



(a)
This record from the Open Molecules 2025 dataset describes the molecule C3H7N3O. The level of theory is the ωB97M-V functional and the def2-TZVPD basis.

```
14
Properties=species:S:1:pos:R:3
H 1.0886 -0.8784 -1.6084
N 0.7497 0.0038 -1.9228
H 1.2945 0.5284 -2.6942
N -0.1336 0.3856 0.1933
H 0.5367 -2.1677 2.0180
H -1.8570 -2.1800 1.2529
C 0.0066 -1.2047 1.8753
C 0.4490 0.9484 -0.8813
C -1.3972 -1.2145 1.2882
O 0.4934 2.1662 -1.0709
H 0.4360 -0.3307 2.4463
H -0.4880 0.9509 0.9182
H -2.1501 -0.4128 1.4985
N -0.2101 -0.9628 0.4499
```

Computed properties:
frontier orbital gap	0.3821	Ha
SMILES	NC(=O)NN1CC1
multiplicity	1
total charge	0



(b)
This record from the Open Molecules 2025 dataset describes the molecule C3H7N3O. The level of theory is the ωB97M-V functional and the def2-TZVPD basis.

```
14
Properties=species:S:1:pos:R:3
H 1.0713 0.5787 -1.3137
H 0.7235 1.7125 0.9565
C -0.8647 0.9754 0.0088
H -2.4894 0.0072 -1.1275
N 0.6994 -0.3963 1.1281
H 1.9382 -0.8140 -1.8803
H 0.8368 -0.9599 1.9673
C -1.7024 0.0067 -0.3887
N 0.1448 0.9014 0.9811
H -0.7825 -1.4022 0.7194
N 1.4285 -0.9644 0.0969
O -1.5918 -1.3194 0.0198
H -0.9981 2.0414 -0.1539
C 1.5865 -0.3671 -1.0139
```

Computed properties:
frontier orbital gap	0.3233	Ha
SMILES	C=NNN/C=C\O
multiplicity	1
total charge	0



Stability comparison, relative energies in kJ/mol: (a) 0.0; (b) 212.4



(a)
This record from the Open Molecules 2025 dataset describes a structure of composition C3H7N3O. The level of theory is the ωB97M-V functional and the def2-TZVPD basis.

```
14
Properties=species:S:1:pos:R:3
O -0.9043 1.3352 -0.6156
N 0.4144 0.6994 1.9533
N 0.8813 1.4381 -1.2593
H 1.0528 1.3027 1.4356
C -0.1531 -0.3252 -0.0290
H 0.8154 0.3815 2.8240
H 1.9607 -0.3024 -1.1143
C 1.0840 0.2913 -0.8655
H -1.0189 1.9789 0.1018
H -0.2019 -2.2441 -0.9758
H -1.7227 -1.7587 -0.1965
H -1.2308 -1.0197 -1.7347
C -0.8748 -1.4050 -0.7805
N -0.1020 -0.3721 1.2564
```

Computed properties:
frontier orbital gap	0.2588	Ha
multiplicity	1
total charge	0



(b)
This record from the Open Molecules 2025 dataset describes a structure of composition C3H7N3O. The level of theory is the ωB97M-V functional and the def2-TZVPD basis.

```
14
Properties=species:S:1:pos:R:3
C 0.0880 0.1304 -1.7599
C -0.3711 -0.4133 0.3291
H 2.3296 1.3302 -0.3191
H -0.8127 -0.8549 -0.9705
N 0.2740 -1.4475 0.9981
C 0.4678 0.4985 -0.5162
H 1.0850 2.4196 -0.1630
H -0.2288 -1.9905 1.6864
N 1.3719 1.4600 -0.0227
H 0.9918 -1.9102 0.4634
N -1.4327 0.1367 1.0370
H -2.0663 -0.4955 1.5053
H -1.7940 1.0077 0.6815
O 0.0974 0.1289 -2.9493
```

Computed properties:
frontier orbital gap	0.3299	Ha
multiplicity	1
total charge	0



Stability comparison, relative energies in kJ/mol: (a) 286.9; (b) 0.0



(a)
This record from the Open Molecules 2025 dataset describes a cluster of 2 separate species, C3H7N3O in total. The level of theory is the ωB97M-V functional and the def2-TZVPD basis.

```
14
Properties=species:S:1:pos:R:3
H 2.5421 -0.3857 -1.4015
C -2.4811 0.1908 -0.5568
H -2.2711 -0.2479 -1.4598
H 1.1342 -0.3028 1.8301
N -1.2146 -0.1395 0.2427
H 2.0567 -1.6651 -0.1614
N 1.2803 0.5823 1.4218
O -0.9162 -1.3302 0.5157
H -3.2059 -0.3056 -0.0022
N -0.6751 0.8905 0.5726
H 2.1161 1.5185 -0.2603
H -2.5198 1.3462 -0.5640
C 2.2764 -0.6332 -0.3961
C 1.8780 0.4817 0.2192
```

Computed properties:
frontier orbital gap (alpha / beta)	0.3135 / 0.3138	Ha
multiplicity	1
total charge	0



(b)
This record from the Open Molecules 2025 dataset describes a cluster of 2 separate species, C3H7N3O in total. The level of theory is the ωB97M-V functional and the def2-TZVPD basis.

```
14
Properties=species:S:1:pos:R:3
H 1.2997 1.3291 2.4653
C 0.1130 0.2921 1.1490
C -1.1087 -0.5922 -0.5127
H 0.7239 0.7349 -2.7567
H 1.6949 1.5170 0.7880
H 1.1415 -0.9477 -2.3974
H 1.2547 0.2689 -1.1084
H -2.4133 -1.9063 -0.0251
N -0.6899 -0.2903 -1.6290
N 1.1203 1.0897 1.4947
N -1.9483 -1.0706 0.3096
C 0.6741 -0.0436 -1.9897
O -0.5436 -0.1420 2.1829
H -1.3003 -0.6714 1.7475
```

Computed properties:
frontier orbital gap	0.3515	Ha
multiplicity	1
total charge	0



(c)
This record from the Open Molecules 2025 dataset describes the molecule C3H7N3O. The level of theory is the ωB97M-V functional and the def2-TZVPD basis.

```
14
Properties=species:S:1:pos:R:3
C 1.5569 -0.5875 0.3097
C 0.2223 0.9657 -0.9538
O 0.2849 1.1065 1.1346
C -0.5116 0.2593 0.2129
N 0.1088 -0.9951 0.3020
N 1.3145 1.0772 0.1048
N -1.9082 0.1824 0.1622
H -2.3880 1.1045 0.1561
H 2.1068 -1.0063 -0.6263
H -2.3082 -0.5690 0.8464
H 0.3482 0.2470 -1.7165
H 2.1631 -0.7990 1.2335
H -0.2704 1.9346 -1.1161
H -0.3334 -1.5204 1.1253
```

Computed properties:
frontier orbital gap	0.3778	Ha
SMILES	N[C@]12CN(CN1)O2
multiplicity	1
total charge	0



(d)
This record from the Open Molecules 2025 dataset describes the molecule C3H7N3O. The level of theory is the ωB97M-V functional and the def2-TZVPD basis.

```
14
Properties=species:S:1:pos:R:3
H -1.3778 -2.1221 1.6144
N 0.1975 -0.7943 1.0925
N 0.8328 2.7282 -1.7778
C 0.0763 1.7654 -1.4425
H 0.5350 3.0983 -2.6772
N 0.2817 1.0986 -0.2449
H 0.5703 -0.2348 1.8441
C -0.3029 -2.1207 1.3985
H 1.0998 1.3954 0.2716
H -0.7705 1.3585 -1.9980
H -0.1288 -2.7733 0.5396
O -1.0100 -0.7058 -0.8344
C -0.2450 -0.1782 -0.0451
H 0.2418 -2.5152 2.2592
```

Computed properties:
frontier orbital gap	0.3841	Ha
SMILES	[H]/N=C/NC(=O)NC
multiplicity	1
total charge	0



Stability comparison, relative energies in kJ/mol: (a) 722.3; (b) 267.2; (c) 440.0; (d) 0.0